Entry 1:
DFT (the ωB97M-V functional and the def2-TZVPD basis) results for a molecular structure, C21H30F5MnNO2P2 at a distorted geometry.

```
62
Properties=species:S:1:pos:R:3:forces:R:3:nbo_charge:R:1
Mn -0.007714 0.021485 0.002782 0.6 0.6 1.6 0.80
P -2.429931 0.421002 -0.364572 -0.2 0.4 -0.4 0.91
P 2.341276 -0.744539 0.495472 -0.4 0.6 0.3 1.14
N 0.482042 1.457681 -0.951832 -1.5 -4.2 2.7 -0.65
H -0.077901 0.350490 1.733816 0.0 0.3 -1.6 -0.06
C -3.463132 1.360083 0.846272 0.1 -0.1 0.0 -0.93
H -4.488911 1.522530 0.470858 0.4 -0.1 0.0 0.23
H -2.987126 2.332493 1.027647 -0.1 -0.2 0.0 0.25
H -3.511406 0.825342 1.803600 0.0 0.1 -0.2 0.24
C -3.485343 -1.037690 -0.752222 -0.1 0.1 0.0 -0.94
H -4.529351 -0.732721 -0.927081 0.3 -0.1 0.0 0.23
H -3.461502 -1.771465 0.062600 0.0 0.2 -0.2 0.24
H -3.091804 -1.520107 -1.656448 -0.1 0.1 0.2 0.25
C -2.634188 1.443684 -1.881611 -0.1 -0.1 0.1 -0.93
H -3.699133 1.605286 -2.103268 0.3 0.0 0.0 0.22
H -2.150159 0.928851 -2.722355 -0.1 0.2 0.2 0.25
H -2.136349 2.409704 -1.736401 -0.1 -0.2 0.0 0.26
C 3.122463 -0.233224 2.070467 0.4 0.6 0.4 -0.93
H 4.155950 -0.546132 2.132548 0.5 0.2 -0.2 0.21
H 2.544595 -0.683044 2.894337 1.0 0.6 -0.5 0.27
H 3.038836 0.852263 2.174250 0.2 0.0 0.0 0.24
C 2.691119 -2.515495 0.385412 0.0 -0.3 -0.1 -0.94
H 3.737421 -2.733530 0.630151 -0.1 0.1 -0.2 0.23
H 2.447709 -2.899306 -0.602778 0.2 0.0 -0.2 0.23
H 2.061247 -3.049060 1.096884 0.7 0.8 -1.2 0.24
C 3.496010 -0.028265 -0.768935 0.1 -0.3 0.2 -0.97
H 4.528140 -0.348130 -0.565226 -0.2 0.1 -0.1 0.22
H 3.436153 1.064196 -0.746008 0.0 -0.1 0.0 0.24
H 3.191600 -0.369958 -1.766401 0.1 0.1 0.2 0.23
C 0.803884 2.381221 -1.732486 1.4 4.1 -3.1 0.08
C 1.246468 4.798705 -2.194627 0.1 0.0 -0.5 -0.25
C 0.897197 3.797995 -1.325130 -0.2 -1.3 0.4 -0.17
C 1.123532 2.159416 -3.153146 -0.4 -0.5 1.0 -0.22
C 1.476076 3.179134 -4.004506 0.0 0.5 0.1 -0.22
C 1.543250 4.511672 -3.545812 -0.1 -0.1 0.1 -0.22
H 1.299568 5.830849 -1.843283 0.0 -0.3 -0.1 0.21
H 0.664590 3.979037 -0.272374 0.1 0.2 -0.3 0.20
H 1.055363 1.116309 -3.473728 0.1 0.3 -0.1 0.20
H 1.705010 2.958511 -5.048091 -0.1 0.0 0.3 0.21
H 1.822903 5.316576 -4.230465 -0.1 -0.3 0.3 0.21
C -1.191973 -2.502731 1.844105 1.3 2.2 -5.1 0.66
O -0.601072 -2.027593 0.791779 -3.4 -1.8 1.9 -0.61
C -1.990257 -1.619904 2.703931 -0.2 0.9 1.0 -0.75
H -2.122095 -2.047269 3.713768 0.1 0.2 -0.4 0.24
H -2.999102 -1.459356 2.285790 0.3 -0.2 0.0 0.24
H -1.501171 -0.623374 2.761412 -0.2 -0.7 0.0 0.28
C -1.113538 -3.935605 2.074162 0.3 -1.8 0.5 -0.75
H -0.626479 -4.133566 3.055824 -0.9 0.0 -0.7 0.25
H -0.522328 -4.453712 1.290445 -0.5 0.5 0.5 0.25
H -2.095651 -4.392329 2.141641 -0.4 0.1 -0.1 0.24
F 1.066717 -5.817178 5.832423 -0.3 0.2 1.4 -0.27
C 1.140234 -4.786279 5.028172 1.3 -0.4 -4.8 0.29
C 1.539895 -5.131664 3.663242 -1.3 5.1 2.5 0.29
F 1.745386 -6.383466 3.363205 0.2 -0.3 -0.4 -0.27
C 1.516153 -4.041427 2.714096 0.5 -2.3 1.0 0.31
F 1.678655 -4.823255 1.551738 -0.2 2.0 -0.4 -0.36
C 1.166193 -2.585018 2.945556 0.5 1.0 -1.1 0.10
O 1.022331 -1.274573 1.998295 0.1 -5.4 4.9 -0.89
C 0.867073 -2.396425 4.307104 -0.2 0.5 0.3 0.32
F 0.480598 -1.146702 4.800347 0.7 -2.0 -0.9 -0.31
C 0.846425 -3.458111 5.253651 -0.6 -0.3 1.6 0.24
F 0.454608 -3.263971 6.545810 0.1 0.8 -0.6 -0.31
```
Forces are in eV/Å.

Summary:
M = 540.4 g/mol
Total charge = 0
Gap between HOMO and LUMO (alpha / beta) = 6.4 / 6.9 eV
HOMO energy (alpha / beta) = -6.8 / -7.4 eV
2S+1 = 4
Largest force on an atom = 0.1420 Eh/bohr



Entry 2:
DFT (the ωB97M-V functional and the def2-TZVPD basis) results for 2 unconnected molecules or ions with the total composition C3H9N2 at a distorted geometry.

```
14
Properties=species:S:1:pos:R:3:forces:R:3:nbo_charge:R:1
C -2.095234 0.255372 -1.031982 0.1 0.1 1.5 -0.62
C -0.671111 -0.232218 -0.822255 1.2 0.0 -1.0 0.13
C 0.063452 0.583979 -0.067396 -1.5 0.4 0.6 0.24
N 2.530226 0.548904 2.708309 -0.3 -0.4 -1.1 -1.08
N -0.240234 -1.298790 -1.464869 0.0 -0.6 0.2 -0.69
H -2.193013 0.453043 -2.087537 -0.1 0.1 -0.3 0.28
H -2.766970 -0.510455 -0.647537 -0.1 -0.1 -0.3 0.27
H -2.305948 1.140001 -0.424868 0.0 0.1 -0.3 0.27
H 0.380949 1.613936 -0.121028 0.5 0.0 -0.2 0.24
H 3.342003 1.098647 2.481160 0.3 0.0 0.6 0.37
H 2.299399 0.479410 3.682904 0.3 0.3 0.3 0.38
H 1.764426 0.982875 2.219792 -0.3 0.1 0.2 0.33
H 0.694999 -1.658710 -1.331398 -0.1 0.1 0.0 0.43
H -0.898045 -1.932437 -1.884098 -0.2 0.0 -0.1 0.43
```
Forces are in eV/Å.

Summary:
M = 73.1 g/mol
Total charge = +1
Gap between HOMO and LUMO = 5.6 eV
HOMO energy = -12.9 eV
Largest force on an atom = 0.0320 Eh/bohr



Entry 3:
DFT (the ωB97M-V functional and the def2-TZVPD basis) results for 2 unconnected molecules or ions with the total composition C15H23BI2N2O3 at a distorted geometry.

```
46
Properties=species:S:1:pos:R:3:forces:R:3:nbo_charge:R:1
C -0.316025 -2.837213 3.396977 -5.0 2.9 -2.5 -0.28
C -1.348427 -2.255779 2.827235 5.0 -1.9 1.7 0.11
N -2.289350 -1.489501 1.996011 1.7 -2.1 0.2 -0.83
B -3.223724 -2.455051 1.312173 -2.1 -1.6 -0.4 1.38
O -4.639439 -2.458013 1.736488 2.8 -1.0 0.5 -0.95
O -2.866077 -3.428175 0.302618 -0.6 3.1 1.0 -0.77
C -3.708035 -3.327966 -0.890598 -0.7 -1.7 -1.1 -0.08
C -2.767805 -3.700654 -2.176385 0.1 -0.4 0.6 -0.65
C -1.602138 -0.554809 1.045102 2.7 0.7 1.5 0.12
I -3.041029 0.401917 -0.348490 0.4 -0.8 0.7 0.13
C -1.023685 0.674069 1.950298 -0.4 0.4 -0.1 -0.48
C -0.189622 1.773553 1.114019 0.4 0.8 0.9 -0.45
C -0.862731 3.249273 1.075810 1.1 -0.4 -2.3 -0.54
I -1.336446 4.083208 3.031085 0.1 -0.4 -0.9 0.07
C -0.409404 -1.207351 0.176944 0.3 0.4 -1.8 -0.15
O 0.887060 -1.210708 0.831803 -0.6 0.6 -1.1 -0.56
C 1.944573 -1.269421 -0.161315 1.2 -0.5 0.6 -0.27
H 0.550770 -3.315839 3.986690 -2.2 1.1 -1.3 0.28
H -4.654289 -3.147826 2.460009 -0.4 1.0 -1.1 0.50
H -4.251131 -2.323496 -1.009019 1.1 -1.4 0.3 0.20
H -4.539318 -4.137705 -0.761506 1.4 1.4 -0.4 0.18
H -2.576962 -2.806864 -2.873156 -0.4 -1.4 1.1 0.22
H -1.742585 -4.069797 -1.770219 -1.8 0.7 -0.6 0.23
H -3.217810 -4.600435 -2.757265 0.7 1.8 0.9 0.22
H -0.349315 0.305446 2.819945 -1.3 0.2 -1.7 0.26
H -1.960206 1.165699 2.438384 1.7 -0.8 -0.8 0.24
H 0.842118 1.904624 1.644139 -1.8 -0.3 -1.0 0.22
H 0.045673 1.490378 0.026215 -0.5 0.3 1.6 0.23
H -0.062112 3.946443 0.590834 -1.5 -1.1 1.1 0.22
H -1.766753 3.289755 0.344940 1.3 -0.1 1.7 0.23
H -0.293277 -0.535986 -0.773462 -0.3 -1.1 1.5 0.19
H -0.610115 -2.269710 -0.213178 -0.2 1.5 0.8 0.22
H 2.945362 -1.145234 0.425526 -1.9 -0.2 -1.0 0.21
H 1.944148 -2.326171 -0.629047 0.0 1.7 0.4 0.17
H 1.920984 -0.421115 -0.937033 -0.3 -1.3 1.1 0.19
C 4.572292 4.091291 -2.371850 0.0 0.1 0.0 -0.16
C 3.837812 4.285974 -1.210325 0.1 0.0 -0.1 -0.26
C 3.256572 3.181006 -0.609621 0.0 -0.6 -0.1 0.03
N 3.358830 1.928645 -1.088224 0.3 0.6 -0.4 -0.43
C 4.074250 1.769230 -2.215158 -0.4 -0.1 0.5 0.03
C 4.696278 2.808584 -2.887741 0.0 0.1 0.1 -0.26
H 5.043663 4.931537 -2.870760 0.0 -0.1 0.0 0.22
H 3.719998 5.273531 -0.781247 0.0 -0.1 0.0 0.22
H 2.675366 3.281361 0.301845 0.0 0.0 0.0 0.19
H 4.138963 0.748973 -2.580971 0.0 0.1 0.0 0.19
H 5.262550 2.621056 -3.791841 0.0 0.0 0.1 0.22
```
Forces are in eV/Å.

Summary:
SMILES string = C#CN(B(O)OCC)[C@@](I)(CCCI)COC.c1ccncc1
M = 544.0 g/mol
Total charge = 0
Gap between HOMO and LUMO = 8.8 eV
HOMO energy = -8.8 eV
Largest force on an atom = 0.1215 Eh/bohr



Entry 4:
DFT (the ωB97M-V functional and the def2-TZVPD basis) results for C4H11OPSi in the gas phase at a distorted geometry.

```
18
Properties=species:S:1:pos:R:3:forces:R:3:nbo_charge:R:1
C 2.295009 0.953235 -0.368322 0.0 0.0 0.4 -0.44
C 2.163547 -0.198070 0.338569 0.0 0.4 -0.2 -0.15
C 0.885690 -0.977978 0.552315 0.1 0.4 1.0 -0.90
Si -0.245033 -1.080812 -0.975697 -0.1 0.4 0.5 0.77
P -2.294720 -0.309484 -0.446968 -0.9 0.0 -0.8 0.69
C -1.909149 1.447580 -0.026064 0.8 -0.7 0.3 -0.96
O -2.668883 -1.098861 0.972873 0.4 0.3 0.0 -0.96
H 1.727374 1.850941 -0.125650 -1.3 -0.5 -1.1 0.20
H 3.001556 1.057108 -1.186616 1.2 0.5 1.1 0.21
H 3.054606 -0.607970 0.814803 0.3 -1.0 -1.4 0.20
H 0.294051 -0.617107 1.409279 -0.1 0.0 -0.1 0.23
H 1.189979 -1.988185 0.833015 -0.1 0.0 0.1 0.25
H 0.257432 -0.200301 -2.048211 0.0 -0.1 -0.1 -0.14
H -0.457430 -2.471465 -1.423477 0.2 -0.1 0.0 -0.15
H -1.392816 1.849269 -0.900447 -0.2 0.1 -0.1 0.24
H -2.796547 2.025038 0.208725 -0.1 0.0 0.0 0.24
H -1.179556 1.484732 0.787682 -0.2 0.3 0.2 0.21
H -1.925108 -1.117671 1.584194 0.0 0.0 0.2 0.47
```
Forces are in eV/Å.

Summary:
SMILES string = C=CC[SiH2]P(C)O
M = 134.2 g/mol
Total charge = 0
Gap between HOMO and LUMO = 8.6 eV
HOMO energy = -8.2 eV
Largest force on an atom = 0.0353 Eh/bohr



Entry 5:
DFT (the ωB97M-V functional and the def2-TZVPD basis) results for 4 unconnected molecules or ions with the total composition C4H14O3 at a distorted geometry.

```
21
Properties=species:S:1:pos:R:3:forces:R:3:nbo_charge:R:1
C 0.019566 1.597896 1.792171 -0.3 -0.3 0.1 -0.65
C -0.869555 1.036172 0.703924 -0.5 -1.7 -1.5 -0.23
C -1.559277 -0.138242 0.700226 -0.1 -1.0 -0.4 -0.17
C -2.344936 -0.565811 -0.626809 1.5 -1.4 2.3 -0.63
H -0.609118 1.984682 2.656073 1.1 0.0 -1.2 0.23
H 0.671086 0.816046 2.177959 -0.2 -0.3 0.3 0.22
H 0.754376 2.293293 1.355585 -0.7 0.4 0.5 0.20
H -0.826674 1.452104 -0.355785 -0.3 0.3 1.7 0.20
H -1.385361 -1.054840 1.433989 -0.7 2.5 -1.0 0.21
H -1.819185 -1.524008 -0.845706 -0.7 0.5 -0.5 0.20
H -2.124702 0.141718 -1.361786 0.6 1.1 -1.3 0.20
H -3.435682 -0.702831 -0.694848 0.4 -0.1 1.0 0.22
O 1.606860 -1.082254 -1.132659 -0.5 0.0 0.7 -0.97
H 1.794591 -0.248049 -0.674513 0.1 -0.2 -0.6 0.50
H 2.209098 -1.170081 -1.868215 0.3 0.2 -0.1 0.48
O 2.403836 1.748646 -1.171357 -0.6 -1.2 0.7 -0.96
H 2.210292 2.368079 -0.474549 0.1 0.5 0.1 0.48
H 2.856083 2.192510 -1.864335 0.6 0.8 -0.7 0.48
O 0.381209 -3.346654 0.233244 1.5 1.7 -0.5 -0.96
H 0.621613 -2.449863 -0.157438 0.0 -1.5 0.5 0.50
H -0.554125 -3.348520 0.174835 -1.4 -0.2 0.0 0.45
```
Forces are in eV/Å.

Summary:
SMILES string = C/C=C/C.O.O.O
M = 110.2 g/mol
Total charge = 0
Gap between HOMO and LUMO = 9.4 eV
HOMO energy = -9.1 eV
Largest force on an atom = 0.0591 Eh/bohr



Entry 6:
DFT (the ωB97M-V functional and the def2-TZVPD basis) results for a molecular structure, C11H7MoN3O5S5.

```
32
Properties=species:S:1:pos:R:3:forces:R:3:nbo_charge:R:1
Mo 0.601008 -0.491545 -0.361521 -0.5 0.3 -0.3 0.79
C 0.555761 2.924852 2.199446 0.0 0.0 0.0 -0.65
C 0.551571 1.420069 2.308116 0.0 0.0 -0.1 0.20
C 0.538408 0.881627 3.715097 0.0 0.0 0.0 -0.64
O -0.555431 0.824065 1.502916 -0.2 0.1 0.2 -0.72
C 1.533304 0.746045 1.360861 0.0 -0.3 -0.1 0.78
O 1.828661 1.227251 0.243561 0.0 0.0 -0.1 -0.52
O 1.543709 -0.564164 1.395298 0.2 0.0 0.3 -0.55
H -0.304444 3.330149 2.733678 0.0 0.0 0.0 0.25
H 0.532615 3.256826 1.163397 0.0 0.0 0.0 0.24
H 1.451296 3.326529 2.673677 0.0 0.0 0.0 0.26
H -0.351764 1.245634 4.227569 0.0 0.0 0.0 0.25
H 1.408344 1.248595 4.260805 0.0 0.0 0.0 0.25
H 0.538195 -0.205211 3.730972 0.0 0.0 0.0 0.24
H -1.324329 1.419889 1.503443 0.2 -0.1 -0.2 0.53
S -3.142182 -6.369728 -2.739168 0.0 0.0 0.0 0.44
C -2.275351 -5.152140 -2.216738 0.2 0.0 0.1 -0.64
S -2.078139 -4.731251 -0.503488 -0.1 0.0 0.0 0.64
C -1.091529 -3.367525 -0.717379 0.2 0.1 -0.2 -0.39
C -0.699819 -3.067192 -2.117814 -0.1 -0.1 0.3 -0.37
S 0.343524 -1.835107 -2.504228 0.1 0.0 -0.1 0.39
S -1.338469 -4.087808 -3.298323 -0.1 0.0 0.0 0.67
S -0.553391 -2.456637 0.545614 0.0 0.0 0.1 0.38
O 3.386737 -1.777374 -1.300345 0.0 0.0 0.1 -0.31
C 2.407152 -1.349771 -0.967158 0.2 0.0 0.0 0.65
O -1.175233 0.106440 -1.165809 0.1 -0.1 0.1 -0.39
N -0.207535 0.857045 -1.644766 0.0 0.0 0.0 -0.04
C -0.351234 1.898219 -2.376645 0.0 -0.1 0.0 0.11
C 0.832481 2.594361 -2.778963 0.0 0.1 0.0 0.18
N 1.783709 3.157382 -3.087109 0.0 -0.1 0.0 -0.10
C -1.660740 2.331814 -2.756485 0.0 0.1 0.0 0.17
N -2.726881 2.658660 -3.028510 0.0 0.0 0.0 -0.09
```
Forces are in eV/Å.

Summary:
M = 517.5 g/mol
Total charge = +2
Gap between HOMO and LUMO = 6.0 eV
HOMO energy = -16.0 eV
Largest force on an atom = 0.0127 Eh/bohr